# C21H19FN2O3S

C21H19FN2O3S in the gas phase (the ωB97M-V functional and the def2-TZVPD basis, OMol25).

**SMILES string**: CN(Cc1ccc(F)cc1)C(=O)c1cccc(NS(=O)(=O)c2ccccc2)c1
**E**: -44761.0478 eV
**Max |F|**: 1.040 eV Å⁻¹

```
! wB97M-V def2-TZVPD RIJCOSX def2/J DEFGRID3
* xyz 0 1
C -0.10016 -1.33226 0.63042
N -0.70412 -0.91031 1.87340
C -0.96949 0.37734 2.18642
O -1.62777 0.69745 3.16082
C -0.36238 1.40483 1.28096
C -1.15619 2.36474 0.66442
C -0.56647 3.35277 -0.10473
C 0.80726 3.38892 -0.26935
C 1.60542 2.43902 0.36078
C 1.01743 1.45757 1.14813
H 1.65219 0.74550 1.64746
N 2.99863 2.42875 0.21904
S 3.70829 1.08999 -0.51670
O 3.20030 -0.09665 0.10019
O 5.11588 1.33770 -0.51716
C 3.07182 1.21828 -2.18468
C 1.81184 0.72578 -2.45976
C 1.28132 0.90494 -3.72686
C 2.01650 1.57197 -4.69475
C 3.28237 2.05848 -4.40594
C 3.81404 1.88614 -3.13821
H 4.79704 2.24452 -2.87549
H 3.85244 2.57137 -5.16540
H 1.60169 1.71046 -5.68185
H 0.29801 0.52531 -3.95855
H 1.27538 0.20177 -1.68552
H 3.39600 3.27846 -0.15385
H 1.26553 4.15835 -0.87492
H -1.18053 4.10001 -0.58466
H -2.22673 2.33512 0.79649
C -1.11727 -1.96236 2.78692
C -2.33531 -2.68668 2.27674
C -2.26856 -4.00838 1.85714
C -3.39065 -4.65014 1.36127
C -4.57720 -3.94585 1.28606
C -4.67311 -2.62721 1.69479
C -3.54425 -2.00350 2.19059
H -3.59193 -0.97752 2.52256
H -5.61794 -2.11185 1.62565
F -5.67499 -4.56339 0.79882
H -3.35395 -5.67779 1.03596
H -1.33523 -4.54864 1.92476
H -1.34766 -1.47520 3.73860
H -0.28214 -2.65536 2.92414
H -0.49078 -2.31658 0.37107
H -0.36456 -0.63816 -0.16682
H 0.99002 -1.38772 0.70164
*
```